[1]
{
  "formula": "C22H31N4O9P",
  "method": "ωB97M-V/def2-TZVPD",
  "smiles": "Cc1cn([C@H]2CC[C@@H](COP(=O)(O)O)O2)c(=O)[nH]c1=O.CNC(=O)[C@H](Cc1ccccc1)NC(C)=O",
  "homo_ev": -8.92,
  "total_charge": 0,
  "species": ["C", "C", "C", "N", "C", "C", "C", "C", "C", "O", "P", "O", "O", "O", "O", "C", "O", "N", "C", "O", "H", "H", "H", "H", "H", "H", "H", "H", "H", "H", "H", "H", "H", "H", "H", "C", "N", "C", "O", "C", "C", "C", "C", "C", "C", "C", "C", "N", "C", "C", "O", "H", "H", "H", "H", "H", "H", "H", "H", "H", "H", "H", "H", "H", "H", "H", "H"],
  "coordinates": [[-0.90, 2.46, -0.38], [-0.03, 3.39, 0.43], [0.42, 3.03, 1.68], [1.24, 3.91, 2.41], [1.84, 3.49, 3.67], [0.81, 3.21, 4.76], [0.85, 1.70, 4.94], [2.24, 1.32, 4.44], [2.28, -0.09, 3.85], [1.92, -1.04, 4.86], [2.23, -2.56, 4.40], [3.60, -2.94, 4.76], [1.25, -3.52, 5.16], [2.10, -2.76, 2.84], [2.55, 2.27, 3.42], [1.53, 5.17, 1.90], [2.18, 5.99, 2.51], [1.06, 5.56, 0.69], [0.35, 4.70, -0.09], [0.04, 5.08, -1.21], [-0.37, 2.13, -1.27], [-1.82, 2.97, -0.69], [-1.18, 1.58, 0.21], [0.16, 2.05, 2.08], [2.55, 4.25, 4.04], [-0.19, 3.56, 4.49], [1.12, 3.71, 5.69], [0.70, 1.41, 5.98], [0.07, 1.23, 4.33], [2.97, 1.40, 5.25], [1.60, -0.15, 3.00], [3.30, -0.27, 3.48], [1.57, -3.42, 6.07], [2.42, -3.67, 2.76], [1.38, 6.43, 0.29], [2.05, -1.89, -1.52], [1.02, -1.40, -0.61], [-0.29, -1.32, -0.84], [-1.03, -0.95, 0.07], [-0.88, -1.64, -2.23], [-1.49, -0.40, -2.91], [-1.99, -0.67, -4.32], [-3.37, -0.86, -4.56], [-3.82, -1.15, -5.86], [-2.90, -1.26, -6.92], [-1.53, -1.06, -6.68], [-1.08, -0.77, -5.38], [-1.89, -2.70, -2.15], [-1.60, -3.98, -1.91], [-2.76, -4.94, -1.86], [-0.46, -4.38, -1.74], [3.01, -1.94, -1.01], [2.15, -1.23, -2.38], [1.80, -2.90, -1.87], [1.30, -1.20, 0.34], [-0.08, -2.00, -2.88], [-2.30, -0.02, -2.29], [-0.72, 0.37, -2.96], [-4.08, -0.77, -3.76], [-4.87, -1.29, -6.05], [-3.24, -1.49, -7.92], [-0.82, -1.13, -7.49], [-0.02, -0.62, -5.20], [-2.85, -2.44, -2.27], [-2.39, -5.94, -1.63], [-3.47, -4.63, -1.09], [-3.25, -4.96, -2.83]],
  "lowdin_charge": [-0.039, -0.153, 0.053, 0.060, -0.256, -0.091, -0.122, -0.297, -0.172, -0.150, 0.303, -0.255, -0.068, -0.078, -0.029, -0.459, 0.068, 0.217, -0.435, 0.074, 0.078, 0.091, 0.065, 0.135, 0.160, 0.127, 0.123, 0.127, 0.120, 0.163, 0.124, 0.138, 0.093, 0.099, 0.178, -0.062, 0.046, -0.454, 0.030, -0.200, -0.096, -0.218, -0.045, -0.076, -0.087, -0.073, -0.034, 0.124, -0.540, 0.005, 0.049, 0.087, 0.082, 0.078, 0.128, 0.129, 0.124, 0.119, 0.104, 0.097, 0.096, 0.098, 0.108, 0.139, 0.084, 0.083, 0.082]
}

***

[2]
{
  "formula": "C22H31N5O",
  "method": "ωB97M-V/def2-TZVPD",
  "smiles": "c1cc[nH]c1.c1cc[nH]c1.c1cc[nH]c1.c1cc[nH]c1.c1cc[nH]c1.CCO",
  "homo_ev": -7.92,
  "total_charge": 0,
  "e_above_lowest_ev": 3.823,
  "species": ["C", "C", "C", "N", "C", "H", "H", "H", "H", "H", "C", "C", "C", "N", "C", "H", "H", "H", "H", "H", "C", "C", "C", "N", "C", "H", "H", "H", "H", "H", "C", "C", "C", "N", "C", "H", "H", "H", "H", "H", "C", "C", "C", "N", "C", "H", "H", "H", "H", "H", "C", "C", "O", "H", "H", "H", "H", "H", "H"],
  "coordinates": [[-1.46, 0.29, -0.61], [-0.44, 0.30, -1.55], [0.67, -0.15, -0.97], [0.41, -0.57, 0.29], [-0.88, -0.20, 0.56], [-2.47, 0.67, -0.66], [-0.50, 0.68, -2.56], [1.71, -0.22, -1.27], [1.02, -0.84, 1.04], [-1.20, -0.31, 1.58], [6.05, -2.25, -2.88], [4.98, -2.04, -2.00], [5.15, -3.01, -0.99], [6.21, -3.83, -1.24], [6.87, -3.35, -2.35], [6.26, -1.74, -3.81], [4.13, -1.37, -2.09], [4.46, -3.12, -0.17], [6.52, -4.67, -0.78], [7.71, -3.90, -2.76], [3.25, -0.81, 2.16], [3.07, -2.12, 2.58], [1.96, -2.12, 3.37], [1.53, -0.87, 3.44], [2.30, -0.03, 2.78], [4.01, -0.41, 1.50], [3.66, -2.96, 2.28], [1.52, -2.90, 3.97], [0.77, -0.61, 4.06], [2.22, 1.05, 2.77], [-1.31, -0.30, 4.46], [-0.72, -0.79, 5.70], [-0.94, -2.14, 5.71], [-1.51, -2.51, 4.57], [-1.87, -1.42, 3.90], [-1.23, 0.71, 4.10], [-0.29, -0.15, 6.45], [-0.57, -2.94, 6.33], [-1.96, -3.39, 4.35], [-2.52, -1.63, 3.06], [-5.88, 3.83, -1.41], [-4.86, 2.83, -1.35], [-3.80, 3.36, -0.58], [-4.22, 4.61, -0.16], [-5.50, 4.90, -0.60], [-6.90, 3.71, -1.74], [-4.89, 1.85, -1.81], [-2.91, 2.87, -0.21], [-3.69, 5.25, 0.41], [-6.14, 5.71, -0.29], [-1.04, 1.95, -5.26], [-2.49, 1.83, -4.74], [-3.40, 2.13, -5.73], [-0.36, 1.93, -4.41], [-0.88, 2.93, -5.69], [-0.82, 1.23, -6.04], [-2.67, 2.63, -4.03], [-2.72, 0.91, -4.21], [-3.44, 1.47, -6.43]],
  "lowdin_charge": [-0.098, -0.129, -0.154, 0.040, -0.119, 0.074, 0.077, 0.107, 0.097, 0.075, -0.101, -0.105, -0.158, -0.007, -0.111, 0.077, 0.080, 0.087, 0.149, 0.091, -0.127, -0.117, -0.146, 0.007, -0.156, 0.098, 0.089, 0.113, 0.091, 0.123, -0.110, -0.103, -0.162, 0.013, -0.175, 0.102, 0.100, 0.116, 0.164, 0.119, -0.123, -0.109, -0.116, -0.016, -0.133, 0.086, 0.083, 0.084, 0.141, 0.102, -0.079, -0.358, -0.069, 0.052, 0.072, 0.071, 0.108, 0.106, 0.087]
}

***

[3]
{
  "formula": "C22H31O6SSbZr",
  "method": "ωB97M-V/def2-TZVPD",
  "homo_ev": -14.70,
  "total_charge": 2,
  "species": ["Zr", "C", "O", "C", "C", "C", "C", "C", "C", "O", "C", "O", "C", "H", "H", "H", "H", "H", "H", "H", "H", "H", "C", "C", "Sb", "C", "C", "C", "C", "H", "H", "H", "H", "H", "H", "H", "H", "H", "H", "H", "H", "H", "H", "H", "C", "C", "C", "C", "C", "C", "C", "S", "O", "O", "O", "H", "H", "H", "H", "H", "H", "H"],
  "coordinates": [[-0.18, -1.14, -0.50], [1.95, 5.33, 0.16], [2.49, 4.53, 1.22], [2.35, 3.23, 1.21], [2.95, 2.54, 2.30], [2.87, 1.19, 2.36], [2.17, 0.43, 1.38], [2.16, -0.98, 1.44], [2.94, -1.76, 2.44], [1.46, -1.69, 0.61], [1.56, 1.15, 0.30], [0.89, 0.51, -0.67], [1.66, 2.52, 0.22], [2.21, 6.35, 0.40], [0.86, 5.22, 0.12], [2.40, 5.04, -0.79], [3.47, 3.12, 3.04], [3.33, 0.67, 3.19], [3.96, -1.39, 2.53], [2.95, -2.81, 2.16], [2.46, -1.67, 3.42], [1.20, 3.02, -0.63], [-2.06, -2.30, -5.50], [-0.55, -2.20, -5.33], [0.08, -1.18, -3.55], [-0.06, -2.97, -2.17], [-1.52, -3.22, -1.73], [2.22, -1.24, -3.72], [2.78, -2.51, -4.37], [-2.29, -2.78, -6.46], [-2.54, -1.32, -5.51], [-2.53, -2.90, -4.72], [-0.10, -1.61, -6.13], [-0.07, -3.17, -5.32], [0.69, -3.09, -1.36], [0.28, -3.77, -2.84], [-2.10, -2.31, -1.49], [-1.62, -3.92, -0.90], [-2.08, -3.62, -2.57], [2.61, -1.09, -2.71], [2.49, -0.35, -4.29], [2.51, -3.41, -3.81], [3.87, -2.46, -4.40], [2.43, -2.63, -5.39], [-3.11, 3.02, 5.52], [-2.96, 2.06, 4.38], [-1.79, 2.04, 3.61], [-1.66, 1.18, 2.54], [-2.72, 0.32, 2.24], [-3.89, 0.31, 2.98], [-4.00, 1.19, 4.05], [-2.56, -0.78, 0.93], [-3.75, -1.51, 0.66], [-1.98, -0.03, -0.28], [-1.33, -1.68, 1.18], [-2.14, 3.32, 5.91], [-3.70, 2.59, 6.32], [-3.62, 3.92, 5.18], [-0.98, 2.72, 3.85], [-0.76, 1.18, 1.94], [-4.70, -0.36, 2.73], [-4.91, 1.20, 4.64]],
  "lowdin_charge": [1.728, -0.011, -0.011, -0.243, 0.045, 0.020, -0.106, -0.287, 0.030, -0.169, -0.277, -0.265, 0.079, 0.108, 0.105, 0.107, 0.140, 0.128, 0.107, 0.104, 0.122, 0.130, -0.168, -0.409, 1.469, -0.471, -0.180, -0.429, -0.165, 0.088, 0.077, 0.057, 0.066, 0.061, 0.052, 0.080, 0.044, 0.104, 0.092, 0.043, 0.059, 0.065, 0.085, 0.071, -0.024, -0.228, -0.008, -0.039, -0.299, -0.015, 0.003, 0.629, -0.198, -0.437, -0.424, 0.086, 0.092, 0.102, 0.123, 0.101, 0.129, 0.133]
}

***

[4]
{
  "formula": "C22H32B2N8O2Re",
  "method": "ωB97M-V/def2-TZVPD",
  "homo_ev": [-16.24, -16.24],
  "multiplicity": 3,
  "total_charge": 3,
  "e_above_lowest_ev": 0.000,
  "species": ["Re", "C", "C", "C", "C", "N", "N", "B", "N", "C", "C", "C", "C", "N", "N", "C", "C", "C", "C", "N", "N", "C", "C", "C", "C", "N", "H", "H", "H", "H", "H", "H", "H", "H", "H", "H", "H", "H", "H", "H", "H", "H", "H", "H", "H", "H", "C", "C", "C", "O", "B", "O", "C", "C", "C", "H", "H", "H", "H", "H", "H", "H", "H", "H", "H", "H", "H"],
  "coordinates": [[-0.50, 1.35, -0.38], [0.33, 1.38, 3.03], [-0.46, 0.23, 2.49], [-0.97, -0.85, 3.18], [-1.68, -1.59, 2.24], [-1.62, -0.98, 1.06], [-0.85, 0.14, 1.19], [-2.34, -1.26, -0.29], [-3.20, 0.01, -0.54], [-4.51, 0.26, -0.61], [-4.70, 1.64, -0.72], [-3.43, 2.19, -0.69], [-2.98, 3.61, -0.75], [-2.53, 1.18, -0.58], [-1.21, -1.23, -1.41], [-0.93, -2.15, -2.32], [0.06, -1.67, -3.19], [0.38, -0.41, -2.75], [1.30, 0.59, -3.35], [-0.40, -0.15, -1.64], [-3.10, -2.51, -0.37], [-4.00, -2.91, -1.32], [-4.25, -4.23, -1.12], [-3.44, -4.61, -0.02], [-3.33, -5.95, 0.63], [-2.74, -3.58, 0.42], [-0.10, 1.71, 3.97], [1.36, 1.08, 3.22], [0.32, 2.25, 2.36], [-0.86, -1.06, 4.22], [-2.22, -2.52, 2.33], [-5.23, -0.54, -0.57], [-5.64, 2.16, -0.80], [-3.84, 4.28, -0.80], [-2.42, 3.90, 0.14], [-2.38, 3.81, -1.65], [-1.46, -3.09, -2.32], [0.47, -2.18, -4.04], [1.73, 0.17, -4.26], [0.77, 1.50, -3.63], [2.12, 0.85, -2.69], [-4.39, -2.23, -2.06], [-4.92, -4.86, -1.67], [-3.90, -6.69, 0.07], [-2.29, -6.28, 0.68], [-3.72, -5.92, 1.65], [3.65, 3.31, 1.63], [4.24, 2.44, 0.62], [5.15, 2.99, -0.36], [1.35, 2.19, -0.57], [1.62, 1.18, 0.22], [2.60, 0.62, 0.89], [4.04, 0.94, 0.72], [4.56, 0.13, -0.45], [4.71, 0.51, 2.03], [3.44, 4.31, 1.26], [4.47, 3.42, 2.36], [2.81, 2.87, 2.17], [5.03, 4.06, -0.52], [5.23, 2.42, -1.28], [6.14, 2.87, 0.14], [4.08, 0.42, -1.39], [4.36, -0.92, -0.27], [5.64, 0.25, -0.56], [4.26, 0.99, 2.90], [5.78, 0.73, 2.01], [4.59, -0.57, 2.12]],
  "lowdin_spin": [1.556, 0.000, 0.016, 0.018, 0.048, 0.001, 0.028, -0.001, 0.001, 0.034, 0.008, 0.019, 0.012, 0.022, 0.008, 0.061, 0.024, 0.021, 0.001, 0.055, 0.000, 0.000, 0.001, 0.000, 0.000, 0.001, 0.000, 0.001, 0.000, 0.000, 0.002, 0.002, 0.000, 0.001, 0.003, 0.003, 0.003, 0.001, 0.000, 0.001, 0.001, 0.000, 0.000, 0.000, 0.000, 0.000, 0.000, 0.000, 0.000, 0.066, -0.006, -0.006, -0.002, 0.000, 0.000, 0.000, 0.000, 0.000, 0.000, 0.000, 0.000, 0.000, 0.000, 0.000, 0.000, 0.000, 0.000]
}